1.
The following is a quantum chemistry calculation of a molecular structure, C16H23Br21O2 at a distorted geometry, from the OMol25 dataset.

Results
Total energy, hartree: -54828.073270
Multiplicity: 1
HOMO-LUMO gap, eV: 9.529

Cartesian coordinates (Å):
C (1.4336, 0.6737, 1.1924)
C (1.0755, 0.0259, -0.2506)
C (0.9426, -1.5636, -0.2286)
C (-0.2344, -2.1502, 0.6816)
C (-1.4082, -1.1285, 1.0359)
C (-2.2139, -0.5499, -0.2248)
C (-2.4511, 0.9943, 0.2285)
C (-3.4013, 1.3816, -1.0267)
O (-4.3584, 0.2732, -0.9760)
C (-3.7532, -0.9058, -0.4246)
O (-4.3830, -1.9477, -0.2082)
H (0.6082, 1.3935, 1.5325)
H (1.5256, -0.2168, 1.9118)
H (2.3932, 1.2841, 1.1670)
H (1.9926, 0.2609, -0.9082)
H (0.2055, 0.5669, -0.7703)
H (0.8831, -1.9745, -1.2953)
H (1.9305, -1.9640, 0.2067)
H (0.2144, -2.5053, 1.6798)
H (-0.7118, -3.0679, 0.1868)
H (-2.1794, -1.7255, 1.6537)
H (-1.0400, -0.3114, 1.7570)
H (-1.6311, -0.4933, -1.2151)
H (-1.5247, 1.6370, 0.4049)
H (-3.1564, 1.1832, 1.1016)
H (-3.8453, 2.4192, -0.8978)
H (-2.6497, 1.3700, -1.8961)
C (4.2052, -3.4236, -2.2847)
Br (5.9862, -4.0360, -2.7455)
Br (3.3444, -4.5989, -1.0054)
Br (4.2073, -1.5836, -1.6756)
H (3.6120, -3.4557, -3.1965)
C (-8.1107, -1.6910, 0.6440)
Br (-9.8668, -1.0535, 0.1248)
Br (-7.1084, -0.3374, 1.6026)
Br (-8.2117, -3.3517, 1.6394)
H (-7.5634, -1.9016, -0.2729)
C (4.0886, 2.2372, -3.7204)
Br (4.8832, 2.3495, -1.9543)
Br (5.3547, 1.5943, -5.0402)
Br (2.4570, 1.1882, -3.7157)
H (3.8141, 3.2497, -4.0090)
C (-2.3687, -0.0482, 5.1680)
Br (-0.9675, 0.7791, 4.1154)
Br (-2.5704, 0.7968, 6.9012)
Br (-4.0403, -0.1112, 4.1903)
H (-2.0663, -1.0776, 5.3489)
C (-0.7272, -6.5393, -1.2218)
Br (0.1652, -5.4842, -2.5813)
Br (-1.3043, -8.2582, -1.9076)
Br (0.3618, -6.7272, 0.3721)
H (-1.6236, -5.9942, -0.9328)
C (2.8692, 4.4396, 1.9936)
Br (3.3073, 6.3279, 2.0530)
Br (1.8794, 3.9805, 0.3910)
Br (4.4425, 3.3271, 2.2104)
H (2.2165, 4.2372, 2.8405)
C (4.9410, 6.4173, -1.4546)
Br (5.3668, 8.3069, -1.3858)
Br (3.9568, 5.9604, -3.0628)
Br (6.5206, 5.3146, -1.2356)
H (4.2865, 6.2076, -0.6105)

Forces on atoms 1 to 3 (eV/Å):
C -0.6 -0.6 -0.3
C 1.2 0.5 -0.4
C 0.3 0.0 0.4

Partial charges, natural (NBO), in e: atom 1 (C): -0.640, atom 2 (C): -0.427, atom 3 (C): -0.425, atom 4 (C): -0.414, atom 5 (C): -0.430, atom 6 (C): -0.354, atom 7 (C): -0.418, atom 8 (C): -0.088, atom 9 (O): -0.524, atom 10 (C): 0.812, atom 11 (O): -0.564, atom 12 (H): 0.198, atom 13 (H): 0.213, atom 14 (H): 0.221, atom 15 (H): 0.221, atom 16 (H): 0.195, atom 17 (H): 0.213, atom 18 (H): 0.220, atom 19 (H): 0.208, atom 20 (H): 0.212, atom 21 (H): 0.231, atom 22 (H): 0.228, atom 23 (H): 0.244, atom 24 (H): 0.224, atom 25 (H): 0.224, atom 26 (H): 0.210, atom 27 (H): 0.174, atom 28 (C): -0.492, atom 29 (Br): 0.089, atom 30 (Br): 0.091, atom 31 (Br): 0.089, atom 32 (H): 0.223, atom 33 (C): -0.485, atom 34 (Br): 0.083, atom 35 (Br): 0.081, atom 36 (Br): 0.087, atom 37 (H): 0.235, atom 38 (C): -0.490, atom 39 (Br): 0.090, atom 40 (Br): 0.093, atom 41 (Br): 0.082, atom 42 (H): 0.226, atom 43 (C): -0.491, atom 44 (Br): 0.088, atom 45 (Br): 0.094, atom 46 (Br): 0.097, atom 47 (H): 0.227, atom 48 (C): -0.490, atom 49 (Br): 0.086, atom 50 (Br): 0.095, atom 51 (Br): 0.086, atom 52 (H): 0.229, atom 53 (C): -0.492, atom 54 (Br): 0.093, atom 55 (Br): 0.095, atom 56 (Br): 0.098, atom 57 (H): 0.228, atom 58 (C): -0.490, atom 59 (Br): 0.094, atom 60 (Br): 0.071, atom 61 (Br): 0.096, atom 62 (H): 0.224

---

2.
The following is a quantum chemistry calculation of a molecular structure, C16H23Br3F9NO7 at a distorted geometry, from the OMol25 dataset.

Results
Total energy, hartree: -9825.698465
Multiplicity: 1
HOMO-LUMO gap, eV: 9.266

Cartesian coordinates (Å):
C (-0.1262, -3.8495, 1.8201)
C (-1.3284, -3.9349, 2.7548)
O (-2.3887, -4.3293, 2.3116)
N (-1.1015, -3.7733, 4.0881)
C (-2.0864, -4.0393, 5.1093)
H (0.7363, -4.0821, 2.4447)
H (0.0909, -2.8566, 1.4261)
H (-0.3623, -4.5561, 1.0245)
H (-0.1852, -3.5703, 4.4613)
H (-1.7119, -4.7484, 5.8475)
H (-2.9861, -4.5066, 4.7090)
H (-2.4631, -3.2638, 5.7762)
C (-1.5664, 4.0824, 5.2274)
C (-0.5690, 2.9777, 5.4761)
O (0.6914, 3.5878, 5.7513)
C (1.7196, 2.9605, 6.4700)
O (1.6724, 1.7208, 6.7186)
C (2.9452, 3.8851, 6.8063)
F (3.0512, 5.0365, 6.0857)
F (2.8422, 4.2172, 8.0920)
F (4.0388, 3.2416, 6.5399)
H (-1.5837, 4.6342, 6.1672)
H (-2.5064, 3.6103, 4.9419)
H (-1.3627, 4.8025, 4.4348)
H (-0.4245, 2.3634, 4.5873)
H (-0.9108, 2.4219, 6.3493)
C (-3.6444, -2.1465, -5.5618)
C (-3.9243, -1.3979, -4.2932)
O (-3.3579, -2.1894, -3.2461)
C (-2.0959, -1.9182, -2.8422)
O (-1.3693, -1.0597, -3.3552)
C (-1.5856, -2.7116, -1.5945)
F (-2.5394, -3.5260, -1.1940)
F (-0.4101, -3.3955, -1.8551)
F (-1.2239, -1.8518, -0.6127)
H (-4.1092, -1.8313, -6.4960)
H (-4.0221, -3.1628, -5.4492)
H (-2.5831, -2.1710, -5.8089)
H (-4.9749, -1.5165, -4.0281)
H (-3.8046, -0.3247, -4.4410)
C (3.5218, 2.7593, -7.6930)
C (4.3876, 2.2183, -6.5350)
O (3.4395, 2.0707, -5.5057)
C (3.3849, 0.8728, -4.7196)
O (4.2976, 0.0770, -4.7909)
C (2.1543, 0.6707, -3.8015)
F (2.6122, 0.4561, -2.5723)
F (1.2669, 1.6518, -3.8628)
F (1.6072, -0.4778, -4.1359)
H (3.1954, 3.7929, -7.5779)
H (2.6332, 2.1361, -7.7944)
H (4.0592, 2.8305, -8.6386)
H (5.0948, 2.9683, -6.1809)
H (4.9317, 1.2855, -6.6833)
C (-0.2556, 0.6175, 1.1972)
Br (0.6381, 0.6638, -0.5844)
Br (-1.8348, 1.8003, 1.0910)
Br (0.9761, 1.1762, 2.7362)
H (-0.5900, -0.3983, 1.4083)

Forces on atoms 1 to 3 (eV/Å):
C -0.1 0.4 1.1
C 0.2 -0.7 -0.5
O -0.5 0.4 0.2

Partial charges, natural (NBO), in e: atom 1 (C): -0.702, atom 2 (C): 0.673, atom 3 (O): -0.627, atom 4 (N): -0.621, atom 5 (C): -0.432, atom 6 (H): 0.211, atom 7 (H): 0.226, atom 8 (H): 0.250, atom 9 (H): 0.395, atom 10 (H): 0.192, atom 11 (H): 0.236, atom 12 (H): 0.197, atom 13 (C): -0.623, atom 14 (C): -0.075, atom 15 (O): -0.508, atom 16 (C): 0.690, atom 17 (O): -0.550, atom 18 (C): 0.912, atom 19 (F): -0.314, atom 20 (F): -0.301, atom 21 (F): -0.285, atom 22 (H): 0.212, atom 23 (H): 0.220, atom 24 (H): 0.221, atom 25 (H): 0.199, atom 26 (H): 0.192, atom 27 (C): -0.643, atom 28 (C): -0.088, atom 29 (O): -0.472, atom 30 (C): 0.687, atom 31 (O): -0.549, atom 32 (C): 0.913, atom 33 (F): -0.282, atom 34 (F): -0.318, atom 35 (F): -0.319, atom 36 (H): 0.225, atom 37 (H): 0.214, atom 38 (H): 0.222, atom 39 (H): 0.195, atom 40 (H): 0.214, atom 41 (C): -0.626, atom 42 (C): -0.078, atom 43 (O): -0.518, atom 44 (C): 0.690, atom 45 (O): -0.528, atom 46 (C): 0.909, atom 47 (F): -0.303, atom 48 (F): -0.288, atom 49 (F): -0.292, atom 50 (H): 0.217, atom 51 (H): 0.217, atom 52 (H): 0.213, atom 53 (H): 0.186, atom 54 (H): 0.207, atom 55 (C): -0.428, atom 56 (Br): 0.102, atom 57 (Br): 0.071, atom 58 (Br): 0.044, atom 59 (H): 0.215

---

3.
The following is a quantum chemistry calculation of a molecular structure, C16H23F13GaO2, from the OMol25 dataset.

Results
Total energy, hartree: -3996.959310
Multiplicity: 1
HOMO-LUMO gap, eV: 7.201
Charge: -1

Cartesian coordinates (Å):
F (5.0304, -1.8228, 0.2408)
C (4.1577, -1.7150, -0.7666)
F (4.6299, -0.8531, -1.6758)
F (4.0261, -2.9230, -1.3529)
C (2.7511, -1.2873, -0.2544)
F (2.3312, -2.2509, 0.5921)
F (1.9400, -1.2626, -1.3199)
C (2.7483, 0.0711, 0.4851)
F (3.3763, -0.1675, 1.6683)
F (3.4846, 0.9850, -0.1969)
C (1.3456, 0.6602, 0.8165)
F (0.5408, -0.3420, 1.2478)
F (1.5469, 1.5191, 1.8487)
C (0.6798, 1.4565, -0.3540)
F (1.2668, 1.1468, -1.5252)
F (0.9057, 2.7680, -0.1235)
C (-0.8542, 1.2442, -0.5012)
F (-1.2034, 2.2319, -1.3925)
F (-1.4272, 1.5751, 0.6767)
C (-1.2717, -0.1148, -1.0355)
C (-2.0982, -0.9698, -0.0594)
Ga (-4.1336, -0.6819, -0.1684)
H (-1.8663, 0.0697, -1.9241)
H (-0.3876, -0.6501, -1.3747)
H (-1.9332, -2.0094, -0.3377)
H (-1.7774, -0.8628, 0.9714)
H (-4.7303, -0.0973, 1.2191)
H (-4.8911, -2.1021, -0.4277)
H (-4.4874, 0.2726, -1.4327)
C (-3.2144, -4.7787, 4.0809)
C (-4.6786, -4.3507, 4.0314)
C (-4.5555, -2.8327, 4.0036)
O (-3.3341, -2.5447, 3.3332)
C (-2.5654, -3.7331, 3.1818)
H (-3.0418, -5.7979, 3.7354)
H (-2.8303, -4.6938, 5.1012)
H (-5.1396, -4.7054, 3.1071)
H (-5.2732, -4.7117, 4.8707)
H (-4.5057, -2.4190, 5.0190)
H (-5.3725, -2.3469, 3.4701)
H (-2.5988, -4.0385, 2.1302)
H (-1.5277, -3.5238, 3.4479)
C (3.0551, 3.6322, -2.5228)
C (3.9830, 4.0980, -3.6423)
C (3.0022, 4.7869, -4.5848)
O (1.9561, 5.3168, -3.7678)
C (2.0638, 4.7757, -2.4450)
H (3.5634, 3.4518, -1.5769)
H (2.5435, 2.7160, -2.8142)
H (4.7044, 4.8223, -3.2551)
H (4.5354, 3.2916, -4.1231)
H (2.5646, 4.0719, -5.2903)
H (3.4579, 5.5991, -5.1540)
H (2.4287, 5.5665, -1.7783)
H (1.0799, 4.4605, -2.1015)

Forces on atoms 1 to 3 (eV/Å):
F -0.2 0.1 -0.4
C 0.0 -0.3 -0.2
F -0.1 -0.4 0.3

Partial charges, natural (NBO), in e: atom 1 (F): -0.302, atom 2 (C): 0.925, atom 3 (F): -0.301, atom 4 (F): -0.307, atom 5 (C): 0.557, atom 6 (F): -0.291, atom 7 (F): -0.290, atom 8 (C): 0.580, atom 9 (F): -0.303, atom 10 (F): -0.305, atom 11 (C): 0.589, atom 12 (F): -0.292, atom 13 (F): -0.298, atom 14 (C): 0.578, atom 15 (F): -0.319, atom 16 (F): -0.311, atom 17 (C): 0.663, atom 18 (F): -0.340, atom 19 (F): -0.316, atom 20 (C): -0.487, atom 21 (C): -0.859, atom 22 (Ga): 0.571, atom 23 (H): 0.243, atom 24 (H): 0.198, atom 25 (H): 0.200, atom 26 (H): 0.212, atom 27 (H): -0.325, atom 28 (H): -0.340, atom 29 (H): -0.334, atom 30 (C): -0.429, atom 31 (C): -0.432, atom 32 (C): -0.065, atom 33 (O): -0.518, atom 34 (C): -0.066, atom 35 (H): 0.207, atom 36 (H): 0.191, atom 37 (H): 0.207, atom 38 (H): 0.203, atom 39 (H): 0.150, atom 40 (H): 0.203, atom 41 (H): 0.174, atom 42 (H): 0.176, atom 43 (C): -0.434, atom 44 (C): -0.430, atom 45 (C): -0.066, atom 46 (O): -0.539, atom 47 (C): -0.069, atom 48 (H): 0.218, atom 49 (H): 0.214, atom 50 (H): 0.194, atom 51 (H): 0.212, atom 52 (H): 0.163, atom 53 (H): 0.174, atom 54 (H): 0.157, atom 55 (H): 0.202

---

4.
The following is a quantum chemistry calculation of a molecular structure, C16H23FeIN2O at a distorted geometry, from the OMol25 dataset.

Results
Total energy, hartree: -2369.690222
Multiplicity: 5
HOMO-LUMO gap (alpha / beta), eV: 7.045 / 6.995

Cartesian coordinates (Å):
C (3.3369, 3.9843, 0.3751)
C (4.4693, 3.0351, -0.0085)
H (3.0529, 4.6025, -0.4750)
H (3.6500, 4.6390, 1.1887)
H (2.4513, 3.4470, 0.7111)
H (4.1650, 2.2549, -0.7075)
H (5.2674, 3.6035, -0.4773)
H (4.8838, 2.5476, 0.8695)
C (-2.9276, 1.0969, -1.2646)
C (-4.0979, 1.0234, -2.0159)
C (-4.3023, -0.0768, -2.8638)
C (-3.3232, -1.0614, -2.9273)
H (-2.7497, 1.9349, -0.5855)
H (-4.8333, 1.8221, -1.9482)
H (-5.2047, -0.1658, -3.4725)
H (-3.4141, -1.9422, -3.5631)
N (-1.9548, 0.1738, -1.3634)
C (-2.1522, -0.9111, -2.1706)
C (-1.0370, -1.8436, -2.2038)
N (0.0326, -1.4519, -1.4545)
C (1.0787, -2.2861, -1.3164)
C (0.1145, -3.8374, -2.8981)
C (1.1771, -3.4684, -2.0546)
H (1.8495, -1.9817, -0.6029)
H (2.0737, -4.0822, -1.9746)
C (-1.0167, -3.0274, -2.9594)
H (-1.8834, -3.2548, -3.5780)
H (0.1616, -4.7450, -3.4995)
Fe (-0.0161, 0.4479, -0.3708)
I (0.4790, 2.8009, -0.7995)
C (-1.2652, 0.3693, 3.1138)
C (0.0675, -0.2584, 2.7332)
C (1.2464, 0.5734, 3.2227)
C (0.1420, -1.6067, 3.4365)
O (0.1757, -0.4021, 1.3427)
H (-1.3811, 0.4623, 4.2009)
H (-2.0891, -0.2582, 2.7599)
H (-1.3882, 1.3684, 2.6834)
H (1.2739, 0.6685, 4.3147)
H (2.1871, 0.1021, 2.9134)
H (1.2239, 1.5848, 2.8000)
H (-0.7004, -2.2426, 3.1573)
H (1.0730, -2.1295, 3.2043)
H (0.1042, -1.5092, 4.5281)

Forces on atoms 1 to 3 (eV/Å):
C 0.3 -0.1 0.3
C -0.1 0.2 0.1
H -0.1 0.0 0.0

Partial charges, natural (NBO), in e: atom 1 (C): -0.608, atom 2 (C): -0.605, atom 3 (H): 0.199, atom 4 (H): 0.193, atom 5 (H): 0.216, atom 6 (H): 0.202, atom 7 (H): 0.195, atom 8 (H): 0.197, atom 9 (C): 0.079, atom 10 (C): -0.243, atom 11 (C): -0.146, atom 12 (C): -0.220, atom 13 (H): 0.233, atom 14 (H): 0.233, atom 15 (H): 0.229, atom 16 (H): 0.220, atom 17 (N): -0.503, atom 18 (C): 0.161, atom 19 (C): 0.173, atom 20 (N): -0.501, atom 21 (C): 0.080, atom 22 (C): -0.148, atom 23 (C): -0.244, atom 24 (H): 0.230, atom 25 (H): 0.233, atom 26 (C): -0.221, atom 27 (H): 0.221, atom 28 (H): 0.228, atom 29 (Fe): 1.331, atom 30 (I): -0.638, atom 31 (C): -0.622, atom 32 (C): 0.232, atom 33 (C): -0.619, atom 34 (C): -0.614, atom 35 (O): -0.980, atom 36 (H): 0.201, atom 37 (H): 0.202, atom 38 (H): 0.206, atom 39 (H): 0.196, atom 40 (H): 0.206, atom 41 (H): 0.210, atom 42 (H): 0.201, atom 43 (H): 0.203, atom 44 (H): 0.200

---

The lowest total energy belongs to which entry? C16H23Br21O2